C22H42AsCuF9N3O8 as an isolated structure, computed with the ωB97M-V functional and the def2-TZVPD basis.

ORCA input file:
```
! RIJCOSX wB97M-V def2-TZVPD def2/J DEFGRID3
* xyz 0 3
Cu -3.991 2.450 -1.944
As -0.869 0.170 -0.327
F -2.286 1.192 -0.757
F -0.232 0.216 -1.968
F 0.347 -0.956 0.378
F -1.499 0.219 1.396
F -1.968 -1.228 -0.751
F 0.024 1.653 0.081
C 0.090 -3.813 -1.671
C 1.227 -3.525 -2.550
N 2.073 -3.250 -3.263
H -0.052 -3.225 -0.764
H 0.262 -4.816 -1.281
H -0.815 -3.862 -2.275
C 0.342 -0.643 -5.043
C 0.254 -0.287 -6.451
N 0.159 -0.031 -7.529
H 0.747 -1.651 -4.951
H -0.642 -0.637 -4.575
H 1.097 0.072 -4.717
C 2.986 2.042 0.378
C 2.519 2.432 -1.004
N 2.250 2.664 -2.118
H 4.042 2.200 0.595
H 2.717 0.994 0.243
H 2.372 2.351 1.223
C -5.196 0.871 0.916
O -4.594 1.996 0.236
C -4.490 3.117 1.150
C -3.048 3.805 0.924
O -2.808 3.698 -0.480
C -1.737 4.427 -1.002
C -1.340 3.944 -2.427
O -2.045 2.751 -2.850
C -1.411 2.242 -4.046
H -5.484 0.131 0.169
H -6.067 1.061 1.543
H -4.431 0.393 1.527
H -4.511 2.687 2.151
H -5.271 3.877 1.115
H -2.283 3.435 1.606
H -3.096 4.841 1.261
H -0.849 4.182 -0.419
H -1.799 5.514 -0.952
H -0.278 3.722 -2.321
H -1.287 4.753 -3.155
H -1.656 2.777 -4.963
H -1.868 1.262 -4.185
H -0.331 2.159 -3.921
C 7.464 1.953 2.015
O 6.360 1.384 2.821
C 5.888 0.156 2.324
C 4.740 -0.369 3.189
O 3.518 0.385 2.974
C 2.434 -0.016 3.795
C 1.175 0.865 3.384
O 1.276 2.247 3.832
C 0.239 3.007 3.237
H 8.314 1.283 1.885
H 7.795 2.845 2.545
H 7.073 2.251 1.042
H 6.550 -0.710 2.347
H 5.604 0.256 1.277
H 5.069 -0.486 4.221
H 4.537 -1.417 2.969
H 2.725 0.300 4.797
H 2.224 -1.083 3.720
H 0.201 0.476 3.679
H 1.229 1.004 2.305
H 0.084 2.942 2.160
H 0.353 4.080 3.393
H -0.695 2.711 3.715
C -1.380 -4.687 1.901
C -2.246 -4.891 0.718
O -2.175 -6.163 0.161
C -2.477 -6.310 -1.161
O -2.800 -5.410 -1.965
C -2.390 -7.717 -1.664
F -1.767 -8.534 -0.806
F -3.643 -8.225 -1.841
F -1.716 -7.752 -2.866
H -1.715 -3.902 2.579
H -0.369 -4.537 1.521
H -1.480 -5.520 2.596
H -1.968 -4.075 0.050
H -3.301 -4.711 0.922
*
```

Its largest force on an atom is 0.1025 hartree/bohr. Its expectation value of S² is 2.0018. The electronic energy is -174274.888 eV.